{
  "formula": "C4H7NO2",
  "method": "ωB97M-V with the def2-TZVPD basis set",
  "species": ["O", "C", "C", "O", "C", "N", "C", "H", "H", "H", "H", "H", "H", "H"],
  "xyz": [[-0.966450, -0.926582, 1.442352], [-1.301123, -0.537011, 0.211978], [-0.221370, 1.581034, 0.046154], [1.003632, 1.143085, 0.581880], [1.539099, -0.045588, 0.175106], [1.062344, -1.006030, -0.505129], [-0.361304, -1.048445, -0.869304], [-0.106146, -1.394112, 1.460934], [-1.328183, 0.725767, 0.153746], [-0.150863, 1.796278, -1.028104], [-0.565568, 2.433135, 0.643592], [2.563570, -0.100143, 0.552177], [-0.551514, -0.516666, -1.810684], [-0.616121, -2.104727, -1.054696]],
  "forces_ev_per_angstrom": [[0.24, -0.09, -0.18], [0.20, -0.36, -0.09], [-0.56, -0.58, -0.02], [-0.23, -0.29, -0.17], [0.00, -0.17, -0.17], [0.10, 0.47, 0.37], [-0.04, 0.11, 0.01], [-0.17, 0.15, 0.00], [0.45, 0.88, -0.07], [0.01, -0.04, 0.30], [0.16, -0.27, -0.22], [-0.22, -0.02, -0.13], [0.04, -0.07, 0.27], [0.03, 0.29, 0.09]],
  "e_tot_ev": -9841.9817,
  "de_lowest_kcal_mol": 122.2,
  "homo_lumo_gap_ev": 8.77,
  "homo_ev": -8.08
}

---

{
  "formula": "C16H22N2O3S",
  "method": "ωB97M-V with the def2-TZVPD basis set",
  "species": ["C", "C", "O", "C", "O", "C", "N", "C", "C", "C", "C", "S", "C", "C", "C", "C", "C", "C", "C", "N", "C", "O", "H", "H", "H", "H", "H", "H", "H", "H", "H", "H", "H", "H", "H", "H", "H", "H", "H", "H", "H", "H", "H", "H"],
  "xyz": [[-0.138092, -4.054119, -0.520751], [-0.930446, -2.845723, -0.047183], [-0.295929, -1.623693, -0.433422], [0.675850, -1.167270, 0.364842], [1.036594, -1.732202, 1.361089], [1.155705, 0.186752, -0.137819], [2.496799, 0.502735, 0.045048], [2.907930, 1.826022, -0.409780], [4.045043, 1.733865, -1.420945], [3.253386, 0.007054, 1.180684], [2.809019, 0.551176, 2.538065], [-0.002827, 1.314522, 0.968168], [-1.564452, 1.017150, 0.228266], [-2.717283, 1.095131, 0.996281], [-3.967085, 0.894541, 0.430545], [-5.208535, 1.005847, 1.260791], [-4.042338, 0.606043, -0.928126], [-2.898636, 0.522926, -1.698892], [-1.646746, 0.728830, -1.132572], [-0.508729, 0.662989, -1.935762], [0.768562, 0.347278, -1.611206], [1.589462, 0.161414, -2.483242], [0.015969, -4.003689, -1.595899], [-0.682082, -4.962794, -0.279595], [0.829889, -4.079917, -0.026701], [-1.034250, -2.858358, 1.042462], [-1.916439, -2.805237, -0.515180], [3.216667, 2.430794, 0.450539], [2.055196, 2.327879, -0.872274], [4.327217, 2.730510, -1.750577], [4.915140, 1.252091, -0.983201], [3.717918, 1.151273, -2.276846], [3.195806, -1.081447, 1.192089], [4.291788, 0.286874, 0.992946], [2.740843, 1.636676, 2.523495], [1.838538, 0.145580, 2.807624], [3.528199, 0.257096, 3.297872], [-2.622145, 1.322874, 2.047061], [-4.996288, 0.796401, 2.305976], [-5.610304, 2.017215, 1.193414], [-5.972812, 0.317126, 0.908168], [-5.005936, 0.444132, -1.387622], [-2.968169, 0.297340, -2.753358], [-0.681992, 0.636312, -2.934463]],
  "forces_ev_per_angstrom": [[-0.05, 0.41, 0.06], [-0.16, -0.47, 0.26], [0.25, 0.05, -0.14], [0.09, -0.42, 0.02], [0.10, -0.05, 0.01], [-0.82, 0.21, 0.55], [0.10, -0.05, 0.06], [0.20, 0.00, -0.35], [-0.19, 0.05, 0.09], [0.00, -0.21, 0.29], [0.05, -0.11, -0.19], [0.29, 0.06, -0.38], [0.23, 0.04, -0.14], [0.00, -0.07, -0.23], [0.00, -0.02, -0.03], [-0.02, 0.10, -0.03], [0.08, 0.05, 0.09], [0.14, -0.01, 0.01], [-0.32, 0.12, 0.32], [-0.40, 0.35, -0.42], [0.12, -0.09, -0.40], [0.03, -0.01, 0.03], [0.00, -0.05, -0.10], [-0.05, -0.12, 0.01], [0.06, -0.05, 0.03], [-0.07, 0.03, -0.18], [0.11, 0.03, 0.08], [-0.11, 0.04, -0.02], [0.05, 0.04, 0.12], [0.12, 0.13, -0.04], [0.14, -0.03, 0.04], [0.02, -0.01, -0.04], [0.18, 0.14, 0.03], [-0.01, -0.05, -0.02], [0.03, 0.14, 0.06], [-0.05, -0.02, 0.07], [0.08, 0.01, 0.14], [-0.02, -0.03, 0.17], [-0.06, -0.02, 0.09], [-0.10, 0.04, 0.06], [-0.08, -0.04, 0.04], [-0.11, -0.03, -0.05], [-0.02, -0.05, -0.13], [0.18, -0.02, 0.18]],
  "e_tot_ev": -36907.6776,
  "de_lowest_kcal_mol": 26.1,
  "smiles": "CCOC(=O)[C@]1(N(CC)CC)Sc2cc(C)ccc2NC1=O",
  "homo_lumo_gap_ev": 8.68,
  "homo_ev": -8.06
}

---

{
  "formula": "C5H7N6O",
  "method": "ωB97M-V with the def2-TZVPD basis set",
  "species": ["C", "C", "C", "C", "C", "N", "N", "N", "N", "N", "N", "O", "H", "H", "H", "H", "H", "H", "H"],
  "xyz": [[-1.128564, -1.553449, 1.175514], [-1.370743, -0.789362, -2.299599], [0.452239, -0.187032, -0.654183], [-1.300530, 1.156696, 0.251899], [2.639861, -0.443580, 0.353299], [-2.193905, -0.815113, 1.092154], [-2.267944, 0.471007, 0.655904], [-0.481037, -0.501814, -1.591442], [-0.194239, -2.175785, 1.013454], [1.701652, -0.573008, -0.714189], [-1.330892, 2.390704, -0.255115], [0.095838, 0.677002, 0.290227], [3.563147, -0.278944, -0.000637], [2.514118, 0.300432, 1.182225], [2.873468, -1.372858, 0.734673], [-3.077343, -1.241445, 0.850218], [1.947125, -0.992772, -1.600812], [-1.851179, 3.104659, 0.277363], [-0.591068, 2.824671, -0.760945]],
  "forces_ev_per_angstrom": [[-0.63, 0.34, -0.62], [-0.53, -0.19, -0.47], [0.37, 1.29, 0.95], [0.86, -0.90, 0.35], [-0.95, 1.22, 1.87], [-2.38, 0.69, 0.45], [0.47, 1.06, -0.65], [1.26, -0.03, 0.29], [2.35, -1.54, 0.29], [-2.39, 0.72, -0.61], [-1.43, 2.15, 0.98], [-0.05, -1.10, -1.04], [3.27, 1.50, -2.07], [-0.82, -0.70, -1.14], [-0.60, -2.38, 1.41], [0.10, -0.46, 0.52], [0.33, -0.45, 0.20], [0.06, -0.82, -0.54], [0.73, -0.40, -0.17]],
  "e_tot_ev": -16275.1845,
  "de_lowest_kcal_mol": 104.9,
  "homo_lumo_gap_ev": 8.04,
  "homo_ev": -13.10,
  "total_charge": 1
}

---

{
  "formula": "C4H4N4O3",
  "method": "ωB97M-V with the def2-TZVPD basis set",
  "species": ["C", "C", "C", "C", "N", "N", "N", "N", "O", "O", "O", "H", "H", "H", "H"],
  "xyz": [[-0.511685, -0.841529, 1.880717], [0.368072, -1.791913, 1.107083], [1.080338, 0.953797, -0.554510], [0.123316, -0.230356, -0.485932], [-0.895167, 0.188447, 1.323092], [0.620895, -1.404243, -0.055409], [0.488026, 2.126052, -0.804934], [-1.057859, -0.330677, -1.310961], [-1.503350, 0.684466, -1.802366], [2.257792, 0.795286, -0.335597], [-1.545275, -1.428496, -1.427030], [-0.761774, -1.126600, 2.892272], [0.742673, -2.716661, 1.511161], [-0.482482, 2.181001, -1.075203], [1.076481, 2.941427, -0.862383]],
  "forces_ev_per_angstrom": [[0.25, -0.48, 0.22], [0.09, 0.22, -0.34], [-0.25, 0.07, -0.24], [-0.53, 0.73, 3.28], [0.47, 0.54, -2.02], [0.67, -0.79, -0.76], [0.04, 0.61, -0.12], [-0.52, -0.41, -0.43], [-0.26, 0.26, -0.18], [0.10, -0.22, 0.16], [-0.16, -0.26, -0.07], [-0.21, 0.12, 0.31], [0.10, -0.22, 0.06], [0.19, -0.07, 0.09], [0.01, -0.09, 0.03]],
  "e_tot_ev": -16310.5497,
  "de_lowest_kcal_mol": 88.8,
  "homo_lumo_gap_ev": [8.73, 8.73],
  "homo_ev": [-10.05, -10.05]
}

---

{
  "formula": "C27H33N2Pb",
  "method": "ωB97M-V with the def2-TZVPD basis set",
  "species": ["C", "C", "C", "C", "C", "Pb", "C", "C", "H", "C", "H", "H", "C", "H", "H", "H", "C", "H", "H", "H", "C", "H", "H", "H", "C", "H", "H", "H", "C", "H", "H", "H", "C", "H", "H", "H", "C", "H", "H", "H", "C", "C", "C", "C", "H", "C", "H", "C", "H", "H", "H", "N", "C", "C", "C", "C", "C", "N", "C", "H", "H", "H", "H"],
  "xyz": [[1.320237, -2.740274, 0.270522], [2.266483, -2.030979, -0.521284], [1.765688, -1.975478, -1.846146], [0.471033, -2.564294, -1.862086], [0.197943, -3.053960, -0.557829], [-0.230628, 0.005438, 0.542606], [-3.021032, 2.092898, -0.690682], [-2.876445, 1.651843, 0.604556], [-2.932154, 2.377535, 1.426836], [-2.601576, 0.293430, 0.954430], [-2.969558, -0.507747, 0.301710], [-2.587708, 0.050923, 2.021829], [-3.322756, 3.529929, -0.961227], [-2.902458, 4.174351, -0.180194], [-2.931681, 3.839193, -1.935317], [-4.411740, 3.686847, -0.976267], [-3.147973, 1.108118, -1.816202], [-2.215077, 0.554482, -2.015581], [-3.923999, 0.357122, -1.594041], [-3.425029, 1.603860, -2.756493], [3.551310, -1.455508, -0.070566], [3.642504, -1.456715, 1.019509], [4.401450, -2.021538, -0.475079], [3.671571, -0.418252, -0.412506], [2.493107, -1.404867, -3.000333], [2.537767, -0.304945, -2.960170], [3.531139, -1.770094, -3.019649], [2.019344, -1.689791, -3.948943], [-0.403823, -2.679643, -3.049627], [-0.439785, -1.740374, -3.622310], [-0.041538, -3.464790, -3.733042], [-1.429710, -2.936282, -2.760903], [-1.010548, -3.810016, -0.154239], [-1.910889, -3.460843, -0.680873], [-0.901509, -4.882884, -0.385215], [-1.200251, -3.733168, 0.924046], [1.512020, -3.156644, 1.675907], [0.564826, -3.414084, 2.164771], [2.154609, -4.050533, 1.725065], [2.004895, -2.378909, 2.273380], [0.019004, 1.587841, -1.167121], [-0.299946, 2.846406, -0.746304], [0.382603, 1.327837, -2.477227], [-0.164078, 3.952833, -1.600209], [-0.594406, 2.952021, 0.305640], [0.489617, 2.421914, -3.361836], [0.543888, 0.306788, -2.841094], [0.243053, 3.724236, -2.913916], [-0.390022, 4.952653, -1.237175], [0.787444, 2.260389, -4.397259], [0.388522, 4.574818, -3.579611], [4.180064, -0.694609, 5.224004], [3.131488, -0.241032, 4.962336], [1.833598, 0.293503, 4.611608], [0.868339, 0.561266, 5.592741], [-0.385197, 1.010387, 5.196980], [-0.660651, 1.120396, 3.833003], [0.273505, 0.872011, 2.894615], [1.521632, 0.502783, 3.269391], [1.116891, 0.404745, 6.641078], [-1.159229, 1.260234, 5.916385], [-1.655680, 1.418606, 3.483609], [2.261524, 0.360600, 2.471970]],
  "forces_ev_per_angstrom": [[1.47, 0.99, -0.29], [-0.87, -0.18, -0.06], [0.97, 0.38, 1.24], [-1.32, -1.06, 2.03], [-0.67, 0.68, -2.72], [0.50, -0.67, -1.22], [-0.94, -0.25, 0.10], [0.32, -0.57, 0.26], [0.28, -0.12, -0.39], [-0.90, 0.38, 0.28], [0.25, 0.23, 0.21], [-0.25, -0.08, -0.41], [0.03, 0.14, 0.04], [-0.13, -0.08, -0.18], [-0.06, -0.03, 0.17], [0.16, -0.07, -0.04], [0.00, -0.16, -0.40], [-0.26, 0.21, 0.16], [0.18, 0.24, -0.02], [0.09, -0.09, 0.31], [0.69, 0.17, 0.00], [0.04, -0.05, -0.11], [-0.02, 0.14, 0.17], [0.01, -0.17, 0.05], [0.25, -0.03, -0.49], [0.08, -0.29, 0.04], [-0.25, 0.14, 0.01], [0.13, 0.13, 0.20], [-0.29, -0.09, -0.46], [0.00, -0.24, 0.08], [-0.15, 0.21, 0.11], [0.21, 0.02, -0.13], [-0.44, -0.44, 0.18], [0.25, -0.10, 0.14], [-0.08, 0.26, 0.10], [-0.01, -0.02, -0.22], [-0.03, -0.20, 0.48], [0.20, 0.05, -0.10], [-0.14, 0.20, 0.00], [-0.03, -0.17, -0.12], [0.08, -1.65, 0.87], [0.43, 1.47, 0.49], [-0.03, 0.66, -0.90], [-0.03, -0.52, 0.08], [0.13, 0.52, -0.50], [0.03, -0.43, 0.29], [0.00, 0.51, 0.17], [0.01, 0.07, 0.20], [0.09, -0.12, -0.14], [-0.07, 0.01, 0.21], [-0.10, -0.28, 0.06], [-2.54, 1.09, -0.64], [2.23, -0.84, 0.54], [0.09, -0.05, -0.03], [0.03, -0.02, -0.14], [0.00, -0.03, -0.28], [0.58, -0.08, 0.01], [0.46, 0.29, 0.46], [-0.93, 0.18, 0.06], [-0.10, 0.08, -0.23], [0.18, -0.11, -0.06], [0.47, -0.09, 0.11], [-0.30, -0.05, 0.35]],
  "e_tot_ev": -36752.4667,
  "de_lowest_kcal_mol": 0.0,
  "homo_lumo_gap_ev": [5.96, 5.25],
  "homo_ev": [-10.09, -10.20],
  "total_charge": 1
}

---

{
  "formula": "C2H8S4",
  "method": "ωB97M-V with the def2-TZVPD basis set",
  "species": ["C", "S", "S", "H", "H", "H", "H", "C", "S", "S", "H", "H", "H", "H"],
  "xyz": [[4.146071, -0.827736, 1.018802], [2.650003, -1.548177, 0.273732], [2.166438, -0.117012, -1.128352], [4.068002, 0.198958, 1.578508], [4.948016, -0.744338, 0.219610], [4.555040, -1.700664, 1.644899], [0.765369, -0.199103, -0.801916], [-2.877407, 2.424025, 0.711739], [-2.004934, 0.870992, 0.459717], [-3.432356, -0.135187, -0.501321], [-2.346032, 3.419228, 0.391300], [-3.284165, 2.766720, 1.801733], [-3.856043, 2.461273, 0.166585], [-2.528591, -0.909679, -1.044364]],
  "forces_ev_per_angstrom": [[1.61, 0.08, 0.22], [0.56, 0.14, 0.43], [-2.19, -0.19, 0.36], [-0.17, -2.19, -0.92], [-1.04, 0.19, 0.81], [-0.75, 1.53, -0.39], [1.96, 0.46, -0.50], [-1.77, 3.81, 1.38], [1.17, 1.59, 1.46], [-1.73, -0.58, -0.42], [-0.43, -2.24, 0.24], [1.39, -1.61, -2.03], [1.00, -0.38, 0.02], [0.40, -0.63, -0.66]],
  "e_tot_ev": -45543.1628,
  "de_lowest_kcal_mol": 36.4,
  "smiles": "CSS.CSS",
  "homo_lumo_gap_ev": 8.76,
  "homo_ev": -8.19
}